Run A
Molecular formula: C5H13NO2
Method: DFT, ωB97M-V/def2-TZVPD

HOMO energy	-8.7	eV
LUMO	0.0236	Ha
molecular weight	119.16	u
Kohn-Sham gap	9.35	eV

Structure (XYZ):
```
21
Properties=species:S:1:pos:R:3:mulliken_charge:R:1
O -1.74 0.49 -1.44 -0.672
O 0.33 -0.70 -1.15 -0.809
N 1.80 1.17 -1.00 -0.752
C 1.01 0.18 -0.28 1.402
C -1.67 -1.07 0.89 -1.158
C 1.96 -0.63 0.60 -1.727
C -0.06 0.93 0.55 -1.096
C -1.42 0.30 0.34 0.312
H -2.54 0.00 -1.67 0.314
H -0.10 1.97 0.22 0.359
H 2.56 0.71 -1.49 0.277
H 1.22 1.62 -1.70 0.254
H -2.23 0.99 0.59 0.400
H -0.84 -1.75 0.71 0.252
H -2.57 -1.50 0.44 0.364
H -0.61 -0.18 -1.63 0.465
H 1.40 -1.32 1.23 0.358
H 2.55 0.03 1.23 0.379
H 2.63 -1.22 -0.03 0.400
H -1.86 -0.97 1.96 0.347
H 0.17 0.94 1.62 0.329
```

---

Run B
Molecular formula: C5H13NO2
Method: DFT, ωB97M-V/def2-TZVPD

HOMO energy (alpha / beta)	-7.5 / -7.5	eV
LUMO (alpha / beta)	0.0222 / 0.0222	Ha
molecular weight	119.16	u
Kohn-Sham gap (alpha / beta)	8.13 / 8.13	eV

Structure (XYZ):
```
21
Properties=species:S:1:pos:R:3:mulliken_charge:R:1
O -1.37 -1.58 -0.61 -0.706
O 1.34 1.07 0.05 -0.421
N 2.42 0.77 0.86 -0.444
C -0.52 0.04 0.31 1.918
C -1.48 1.15 0.04 -1.626
C 0.26 -0.10 -2.16 -1.475
C 0.29 -0.49 -0.72 0.079
C -0.37 -0.43 1.72 -1.973
H 0.35 -1.25 1.82 0.373
H -1.16 -2.35 -0.08 0.237
H -1.34 -0.77 2.09 0.476
H 2.11 0.63 1.83 0.217
H -2.02 1.43 0.95 0.383
H 0.20 -1.00 -2.77 0.366
H -0.05 0.40 2.35 0.466
H -0.92 2.02 -0.32 0.328
H -0.60 0.53 -2.39 0.281
H 1.01 -1.25 -0.43 0.576
H 1.17 0.44 -2.40 0.367
H 2.88 -0.08 0.54 0.223
H -2.20 0.84 -0.71 0.353
```

---

The structure with the least stability is run B.

---

Run A
Molecular formula: C5H13NO2
Method: DFT, ωB97M-V/def2-TZVPD

HOMO energy	-7.3	eV
LUMO	-0.1057	Ha
molecular weight	119.16	u
Kohn-Sham gap	4.39	eV

Structure (XYZ):
```
21
Properties=species:S:1:pos:R:3:mulliken_charge:R:1
O -3.79 -0.09 0.62 -0.769
O -2.59 1.37 2.30 -0.992
N -0.39 1.81 0.02 -0.488
C 2.03 -1.03 -1.14 0.129
C 3.31 -0.92 -1.95 -1.081
C -0.53 -0.62 0.76 -0.961
C 0.19 0.46 -0.04 0.446
C 1.18 0.15 -1.01 -0.444
H -3.16 1.52 3.10 0.175
H 3.10 -0.33 -2.83 0.345
H 4.09 -0.37 -1.44 0.312
H -3.27 0.43 1.45 0.397
H 1.43 0.91 -1.69 0.396
H -1.48 -0.76 0.28 0.281
H 0.19 2.40 0.67 0.331
H -3.95 -1.00 0.87 0.255
H -0.59 -0.25 1.78 0.347
H 1.89 -1.98 -0.53 0.270
H 3.68 -1.93 -2.40 0.315
H -1.37 1.78 0.40 0.344
H 0.02 -1.55 0.77 0.395
```

---

Run B
Molecular formula: C5H13NO2
Method: DFT, ωB97M-V/def2-TZVPD

HOMO energy	-9.0	eV
LUMO	0.0356	Ha
molecular weight	119.16	u
Kohn-Sham gap	10.00	eV

Structure (XYZ):
```
21
Properties=species:S:1:pos:R:3:mulliken_charge:R:1
O -1.14 -0.02 0.22 -0.410
O 0.66 -0.51 -1.25 -0.460
N 1.04 1.01 0.34 -0.306
C 0.33 -0.19 0.07 1.081
C 0.69 -1.28 1.08 -1.609
C 0.24 -1.79 -1.71 -0.767
C 0.55 1.84 1.49 -0.809
C -1.76 0.85 -0.70 -0.671
H -1.54 1.91 -0.49 0.193
H 0.02 1.27 2.26 0.303
H -0.80 -1.99 -1.43 0.341
H -2.83 0.68 -0.61 0.275
H 1.43 2.27 1.98 0.292
H 1.10 1.56 -0.51 0.298
H -0.09 2.66 1.17 0.260
H 0.53 -0.91 2.08 0.423
H 1.74 -1.53 0.96 0.350
H 0.89 -2.58 -1.33 0.280
H -1.46 0.65 -1.74 0.287
H 0.32 -1.75 -2.80 0.274
H 0.06 -2.16 0.93 0.376
```

---

Run C
Molecular formula: C5H13NO2
Method: DFT, ωB97M-V/def2-TZVPD

HOMO energy	-9.9	eV
LUMO	0.0279	Ha
molecular weight	119.16	u
Kohn-Sham gap	10.62	eV

Structure (XYZ):
```
21
Properties=species:S:1:pos:R:3:mulliken_charge:R:1
O -1.30 -1.71 -2.80 -0.656
O -2.44 -0.91 1.24 -0.531
N -0.21 -0.74 0.76 -0.123
C 1.23 0.95 -0.14 -0.747
C -0.12 0.70 0.56 0.382
C 2.44 0.62 0.76 -1.248
C -1.31 -1.37 1.24 -0.159
C -1.26 1.22 -0.36 -1.237
H 3.05 -0.18 0.33 0.307
H 0.68 -1.16 1.00 0.271
H -1.77 0.31 -0.66 0.272
H -0.08 1.27 1.49 0.281
H -1.15 -2.38 1.65 0.374
H -1.12 -1.58 -1.87 0.350
H -2.00 1.86 0.12 0.300
H 2.12 0.38 1.77 0.374
H -1.53 -2.60 -3.07 0.300
H -0.81 1.61 -1.27 0.402
H 3.12 1.47 0.78 0.345
H 1.23 0.27 -1.00 0.296
H 1.25 1.97 -0.52 0.445
```

---

Run D
Molecular formula: C5H13NO2
Method: DFT, ωB97M-V/def2-TZVPD

HOMO energy	-9.3	eV
LUMO	0.0237	Ha
molecular weight	119.16	u
Kohn-Sham gap	9.90	eV

Structure (XYZ):
```
21
Properties=species:S:1:pos:R:3:mulliken_charge:R:1
O 2.55 0.23 0.22 -0.512
O 1.02 -2.02 0.40 -0.597
N -1.04 1.05 0.01 -0.422
C -2.26 0.81 0.80 -0.889
C 1.35 1.03 0.12 -0.953
C 0.14 0.25 0.52 0.450
C -0.03 -1.21 -1.63 -1.310
C 0.02 -1.14 -0.05 0.156
H 1.34 1.28 -0.95 0.321
H -0.85 2.04 0.19 0.261
H -3.15 0.81 0.16 0.291
H 0.13 0.21 1.62 0.198
H -0.82 -1.94 -1.92 0.346
H -0.67 -0.44 -2.09 0.362
H 3.25 0.77 0.59 0.300
H 1.50 2.00 0.63 0.442
H -2.32 1.44 1.68 0.327
H -0.87 -1.72 0.16 0.298
H 1.92 -1.72 0.31 0.351
H 0.98 -1.48 -1.94 0.278
H -2.21 -0.24 1.15 0.301
```

---

The structure with the least stability is run A.

---

Run A
Molecular formula: C5H13NO2
Method: DFT, ωB97M-V/def2-TZVPD

HOMO energy	-9.4	eV
LUMO	0.0255	Ha
molecular weight	119.16	u
Kohn-Sham gap	10.09	eV

Structure (XYZ):
```
21
Properties=species:S:1:pos:R:3:mulliken_charge:R:1
O -2.15 1.74 -0.17 -0.563
O 3.28 0.38 0.91 -0.656
N -0.28 0.53 -0.73 0.217
C -0.23 -0.46 0.37 0.225
C -0.54 0.19 1.72 -1.348
C -1.13 -1.65 0.06 -1.377
C -1.20 1.52 -0.88 -0.015
C 0.43 0.14 -1.95 -1.160
H 1.28 0.80 -2.10 0.352
H -0.98 -2.42 0.82 0.396
H 0.31 0.80 2.04 0.262
H 0.79 -0.83 0.35 0.424
H -0.94 2.17 -1.74 0.380
H -0.21 0.05 -2.82 0.393
H 2.48 0.90 0.81 0.315
H 3.39 0.26 1.85 0.322
H 0.87 -0.85 -1.83 0.416
H -0.85 -2.13 -0.88 0.367
H -0.70 -0.56 2.49 0.374
H -2.19 -1.40 0.05 0.314
H -1.42 0.81 1.62 0.364
```

---

Run B
Molecular formula: C5H13NO2
Method: DFT, ωB97M-V/def2-TZVPD

HOMO energy	-6.4	eV
LUMO	0.0275	Ha
molecular weight	119.16	u
Kohn-Sham gap	7.17	eV

Structure (XYZ):
```
21
Properties=species:S:1:pos:R:3:mulliken_charge:R:1
O -0.86 1.74 -0.72 -0.535
O 0.87 1.06 -2.01 -0.538
N 0.73 -0.02 0.36 -0.279
C -0.21 0.62 -1.22 1.104
C -0.28 -0.57 1.50 -0.460
C 1.61 0.99 0.95 -0.962
C -1.10 -1.69 0.99 -0.747
C -1.05 -0.40 -1.71 -1.605
H -0.86 0.32 1.72 0.311
H -2.12 -1.68 1.39 0.326
H 1.29 -0.81 0.05 0.300
H -0.58 -1.20 -2.27 0.359
H 2.04 0.66 1.90 0.332
H 2.41 1.24 0.26 0.337
H -0.63 -2.67 1.11 0.310
H -0.29 2.49 -0.92 0.313
H 1.01 1.88 1.14 0.342
H 0.97 0.43 -2.73 0.342
H -2.06 -0.12 -1.96 0.251
H -1.24 -1.44 -0.19 0.134
H 0.35 -0.84 2.35 0.367
```

---

The structure with the least stability is run B.

---

Run A
Molecular formula: C5H13NO2
Method: DFT, ωB97M-V/def2-TZVPD

HOMO energy	-6.9	eV
LUMO	0.0308	Ha
molecular weight	119.16	u
Kohn-Sham gap	7.71	eV

Structure (XYZ):
```
21
Properties=species:S:1:pos:R:3:mulliken_charge:R:1
O 1.74 2.01 -0.81 -0.564
O 2.09 0.43 0.85 -0.538
N -2.24 -0.45 0.24 -0.420
C -2.79 -0.88 1.51 -0.846
C 2.23 -0.17 -1.51 -1.452
C -0.36 -0.71 -0.15 -0.352
C -0.55 0.66 0.03 -0.017
C 1.55 0.65 -0.43 0.461
H 1.73 -0.03 -2.47 0.318
H 0.02 -1.29 0.68 0.269
H 3.27 0.14 -1.62 0.424
H -0.89 1.31 -0.76 0.181
H 3.05 0.58 0.82 0.308
H -3.64 -0.27 1.82 0.292
H 1.34 2.56 -0.12 0.364
H -2.89 -0.51 -0.54 0.158
H -0.35 -1.18 -1.12 0.205
H -2.01 -0.78 2.28 0.248
H -3.10 -1.93 1.51 0.287
H -0.42 1.08 1.02 0.294
H 2.22 -1.23 -1.25 0.376
```

---

Run B
Molecular formula: C5H13NO2
Method: DFT, ωB97M-V/def2-TZVPD

HOMO energy	-8.2	eV
LUMO	0.0287	Ha
molecular weight	119.16	u
Kohn-Sham gap	8.96	eV

Structure (XYZ):
```
21
Properties=species:S:1:pos:R:3:mulliken_charge:R:1
O -1.87 -1.06 -2.29 -0.633
O -2.17 -0.84 0.42 -0.598
N 1.05 0.05 1.68 -0.456
C 1.03 -1.86 -0.62 -0.579
C 0.54 0.89 0.69 0.436
C 0.54 0.61 -0.62 -0.228
C 0.16 2.29 1.12 -1.455
C 1.21 -0.63 -1.13 -0.537
H -1.44 -0.55 0.98 0.281
H -1.92 -1.76 0.44 0.316
H 1.77 -0.42 -2.03 0.306
H -0.69 2.45 1.77 0.333
H 1.25 -2.75 -1.19 0.232
H -2.78 -0.97 -1.96 0.299
H 1.09 2.72 1.51 0.374
H 1.20 0.51 2.56 0.250
H -0.01 1.24 -1.31 0.507
H 0.57 -2.09 0.32 0.278
H 0.09 2.97 0.26 0.348
H 1.79 -0.54 1.34 0.204
H -1.44 -0.25 -1.95 0.321
```

---

The structure with the least stability is run A.

---

Run A
Molecular formula: C5H13NO2
Method: DFT, ωB97M-V/def2-TZVPD

HOMO energy	-8.8	eV
LUMO	0.0276	Ha
molecular weight	119.16	u
Kohn-Sham gap	9.52	eV

Structure (XYZ):
```
21
Properties=species:S:1:pos:R:3:mulliken_charge:R:1
O -0.13 1.32 2.11 -0.553
O 1.32 1.85 -0.39 -0.537
N 0.26 -1.56 -0.32 -0.302
C -0.58 0.24 1.28 -0.737
C -0.73 1.35 -1.67 -1.351
C 0.53 0.87 -1.03 -0.003
C 0.40 -2.63 0.57 -0.889
C 0.44 -0.22 0.19 0.227
H 0.06 -2.57 1.61 0.309
H 0.83 2.66 -0.66 0.377
H -1.29 1.80 -0.77 0.328
H -1.20 0.55 -2.19 0.354
H 1.50 -2.83 0.64 0.288
H -0.67 2.23 -2.33 0.377
H -0.64 -1.65 -0.70 0.230
H 0.00 2.14 1.54 0.361
H 1.08 0.36 -1.84 0.290
H -0.76 -0.60 1.92 0.347
H -1.61 0.56 1.06 0.299
H -0.20 -3.57 0.24 0.296
H 1.39 -0.30 0.75 0.290
```

---

Run B
Molecular formula: C5H13NO2
Method: DFT, ωB97M-V/def2-TZVPD

HOMO energy	-8.8	eV
LUMO	0.0294	Ha
molecular weight	119.16	u
Kohn-Sham gap	9.65	eV

Structure (XYZ):
```
21
Properties=species:S:1:pos:R:3:mulliken_charge:R:1
O -0.06 2.86 -1.41 -0.531
O 0.75 -2.40 2.47 -0.547
N -0.18 -0.83 -1.61 -0.513
C 0.04 -0.30 1.55 -0.392
C 0.13 0.42 -0.83 0.244
C -0.55 0.51 0.52 -0.794
C 0.34 -1.72 1.28 -0.360
C -0.57 1.53 -1.85 -0.586
H -1.65 0.42 0.36 0.364
H 1.31 0.56 -0.95 0.198
H -0.58 -0.18 2.40 0.392
H -0.31 1.59 0.85 0.220
H 1.69 -2.77 2.38 0.345
H 1.07 0.12 1.85 0.218
H -1.60 1.72 -1.90 0.415
H -0.69 3.49 -1.73 0.300
H -0.64 -2.13 1.05 0.192
H 0.51 -1.35 -2.09 0.213
H 1.27 -1.86 0.50 0.177
H -0.19 1.24 -2.91 0.228
H -0.84 -1.41 -1.06 0.218
```

---

The structure with the least stability is run B.